The following is a quantum chemistry calculation of a 2-piece molecular cluster, C3H4Cl2N2 overall at a distorted geometry, from the OMol25 dataset.

Summary:
HOMO-LUMO gap, eV: 9.2
LUMO, Eh: 0.0214

Each line ends with the Löwdin charge.
Positions of all 11 atoms, in Å:
1 C 1.010 1.109 -0.962  -0.324
2 C 1.951 1.317 -0.055  -0.599
3 C -0.834 -1.804 0.634  -0.556
4 N 0.334 0.921 -1.931  0.154
5 N -1.552 -0.923 1.209  -0.072
6 Cl 2.857 -0.024 0.584  0.541
7 Cl -1.567 -2.136 -0.970  0.464
8 H 2.268 2.308 0.480  0.096
9 H -0.666 0.546 -1.854  0.083
10 H -1.340 -0.674 2.170  0.100
11 H -2.461 -0.640 0.695  0.113